No. 1
Formula: C32H40N5OP2Tc
Source: OMol25
Level of theory: the ωB97M-V functional and the def2-TZVPD basis

Geometry (Å):
Tc: 0.049 -0.098 4.714
C: -1.178 1.681 4.174
C: -1.491 0.678 3.262
C: -0.968 0.604 1.837
C: 0.311 -0.258 1.698
C: 1.276 -0.122 2.855
C: 1.588 1.051 3.533
C: 1.064 2.431 3.170
C: -0.214 2.825 3.950
C: 1.420 -1.299 5.710
H: -1.844 1.805 5.026
H: -2.364 0.068 3.481
H: -0.790 1.613 1.456
H: -1.747 0.170 1.202
H: 0.020 -1.312 1.639
H: 0.817 -0.022 0.750
H: 1.943 -0.971 2.995
H: 2.461 1.029 4.181
H: 0.885 2.486 2.093
H: 1.843 3.169 3.390
H: 0.077 3.202 4.936
H: -0.722 3.656 3.437
H: 1.328 -1.191 6.796
H: 2.451 -1.068 5.415
H: 1.214 -2.348 5.460
P: 1.389 -1.325 -3.936
P: -1.680 -0.646 -3.488
N: 2.808 -0.322 -3.760
N: 1.950 -2.617 -4.945
N: -1.787 1.068 -3.257
N: -3.329 -1.096 -3.848
C: 0.489 -0.313 -5.199
C: -1.000 -0.684 -5.211
C: 3.072 0.323 -2.552
C: 4.057 1.257 -2.764
C: 4.415 1.191 -4.145
C: 3.633 0.225 -4.736
C: 2.202 -3.882 -4.410
C: 2.716 -4.680 -5.400
C: 2.789 -3.892 -6.589
C: 2.321 -2.636 -6.291
C: -1.721 1.620 -1.976
C: -1.919 2.974 -2.073
C: -2.117 3.278 -3.455
C: -2.036 2.103 -4.160
C: -4.281 -0.434 -4.614
C: -5.310 -1.310 -4.873
C: -4.982 -2.559 -4.261
C: -3.765 -2.404 -3.641
H: 0.964 -0.501 -6.169
H: 0.594 0.753 -4.977
H: -1.590 0.017 -5.812
H: -1.121 -1.681 -5.645
H: 2.524 0.045 -1.663
H: 4.490 1.902 -2.012
H: 5.179 1.773 -4.643
H: 3.596 -0.134 -5.752
H: 1.983 -4.077 -3.370
H: 3.000 -5.718 -5.292
H: 3.140 -4.216 -7.559
H: 2.208 -1.765 -6.918
H: -1.535 0.980 -1.126
H: -1.914 3.675 -1.250
H: -2.292 4.256 -3.883
H: -2.121 1.917 -5.219
H: -4.145 0.600 -4.890
H: -6.212 -1.077 -5.422
H: -5.582 -3.458 -4.262
H: -3.157 -3.090 -3.069
O: 0.622 1.220 5.933
N: 0.131 0.908 7.144
C: -1.254 0.480 7.280
C: -1.663 0.207 8.709
C: -0.809 0.339 9.732
C: 0.578 0.771 9.503
C: 1.002 1.039 8.266
H: -1.416 -0.441 6.682
H: -2.682 -0.109 8.907
H: -1.141 0.131 10.744
H: 1.257 0.874 10.344
H: 2.028 1.360 8.113

Summary:
Relative energy (zero: lowest compared OMol25 entry of this formula, charge and spin) (kJ/mol): 170.7
Expectation value of S²: 6.08
HOMO (spin up / spin down) (eV): -11.22 / -12.01
Maximum force (eV/A): 3.75
Multiplicity: 5
Orbital gap (spin up / spin down) (eV): 5.13 / 2.94
Charge: +2
Total energy (Ha): -2355.03436

Results of the Löwdin charge analysis, in e, for atoms 1 through 4: number 1, Tc, carries 1.352; number 2, C, carries -0.219; number 3, C, carries -0.208; number 4, C, carries -0.187

=====

No. 2
Formula: C6H13MnO3
Source: OMol25
Level of theory: the ωB97M-V functional and the def2-TZVPD basis

Geometry (Å):
C: -4.869 -0.816 -0.593
C: -3.927 -0.350 0.327
C: -2.492 -0.383 0.092
C: -1.852 1.063 0.284
O: -0.463 1.004 0.246
Mn: 0.962 0.363 1.331
H: -4.599 -0.937 -1.644
H: -4.288 0.038 1.285
H: -5.870 -1.102 -0.265
H: -2.226 -0.767 -0.899
H: -2.046 -1.009 0.887
H: -2.152 1.440 1.269
H: -2.183 1.702 -0.543
O: 1.972 0.411 -0.141
C: 3.297 0.431 -0.566
C: 4.166 -0.507 0.260
O: 5.486 -0.443 -0.243
H: 0.066 1.020 -0.753
H: 3.718 1.451 -0.504
H: 3.352 0.124 -1.626
H: 3.761 -1.531 0.193
H: 4.130 -0.199 1.320
H: 6.059 -1.004 0.284

Summary:
Relative energy (zero: lowest compared OMol25 entry of this formula, charge and spin) (kJ/mol): 99.7
Expectation value of S²: 12.01
HOMO (spin up / spin down) (eV): -15.32 / -15.32
Maximum force (eV/A): 4.15
Multiplicity: 7
Orbital gap (spin up / spin down) (eV): 6.61 / 3.08
Charge: +2
Total energy (Ha): -1612.32088

Results of the natural (NBO) charge analysis, in e, for atoms 1 through 4: number 1, C, carries -0.002; number 2, C, carries 0.117; number 3, C, carries -0.535; number 4, C, carries -0.031